w | The following is a quantum chemistry calculation of a cluster of 2 separate species, C5H14 in total, from the OMol25 dataset.

```
19
C5H14 | the OMol25 dataset | the ωB97M-V functional and the def2-TZVPD basis
C -2.84414 -0.10732 -1.32583
C -1.85785 -1.24050 -1.56958
C -0.85817 -1.34399 -0.40344
H -3.17485 0.29805 -2.30193
H -3.80423 -0.43018 -0.92543
H -2.34815 0.74810 -0.85260
H -1.31212 -1.06415 -2.51507
H -2.28833 -2.23104 -1.73876
H 0.04365 -1.92292 -0.57832
H -1.39634 -1.77348 0.50323
H -0.71661 -0.33400 -0.05040
C 3.10375 0.69525 1.39379
C 1.98822 1.76191 1.53461
H 4.06729 1.17039 1.52802
H 2.83771 -0.12285 2.08565
H 3.26416 0.15523 0.44255
H 2.28167 2.19816 2.49785
H 1.07987 1.16764 1.63729
H 1.93449 2.37571 0.63837
```

## Properties
Orbital gap   12.165 eV
HOMO energy   -0.4071 hartree
LUMO level   1.1 eV
Spin multiplicity   1

=====

x | The following is a quantum chemistry calculation of a cluster of 2 separate species, C5H14 in total, from the OMol25 dataset.

```
19
C5H14 | the OMol25 dataset | the ωB97M-V functional and the def2-TZVPD basis
C 0.10879 -0.90879 0.48034
C 1.56708 -1.11227 -0.09407
C 2.49130 -1.64194 1.04302
H -0.67290 -1.69971 0.32031
H 0.02632 -0.64780 1.42855
H -0.33420 -0.05668 0.06168
H 1.53680 -1.90233 -0.89022
H 2.04503 -0.17837 -0.47040
H 2.02441 -2.19304 1.86090
H 3.08142 -0.75867 1.49546
H 3.25520 -2.23766 0.45802
C -1.64168 2.03178 -0.08313
C -2.34684 1.44581 -1.32173
H -0.93604 2.80510 -0.41354
H -1.13411 1.30782 0.56584
H -2.31271 2.56591 0.50653
H -2.82812 2.22153 -1.89302
H -1.63946 1.05640 -1.99956
H -3.18348 0.83002 -1.17713
```

## Properties
Orbital gap   12.071 eV
HOMO energy   -0.4008 hartree
LUMO level   1.2 eV
Spin multiplicity   1

=====

y | The following is a quantum chemistry calculation of a cluster of 2 separate species, C5H14 in total, from the OMol25 dataset.

```
19
C5H14 | the OMol25 dataset | the ωB97M-V functional and the def2-TZVPD basis
C 0.89159 -0.36497 1.13266
C 2.03389 -1.03968 0.36758
C 2.67378 -0.05956 -0.60994
H 0.28843 0.11233 0.37103
H 1.31376 0.28295 1.90029
H 0.32173 -1.05794 1.75903
H 2.82924 -1.41783 1.01760
H 1.63509 -1.87525 -0.18460
H 2.88558 0.91137 -0.16566
H 3.58168 -0.43011 -1.08076
H 1.98114 0.15122 -1.42789
C -2.64390 -0.16311 -0.33225
C -2.43366 1.35668 -0.50861
H -3.68346 -0.29733 -0.01331
H -2.45720 -0.75024 -1.22687
H -2.09312 -0.51911 0.54108
H -1.37109 1.60650 -0.45030
H -2.88961 1.85343 0.34955
H -2.86388 1.70064 -1.43865
```

## Properties
Orbital gap   12.649 eV
HOMO energy   -0.4225 hartree
LUMO level   1.2 eV
Spin multiplicity   1

=====

z | The following is a quantum chemistry calculation of a cluster of 2 separate species, C5H14 in total, from the OMol25 dataset.

```
19
C5H14 | the OMol25 dataset | the ωB97M-V functional and the def2-TZVPD basis
C -0.79480 1.60505 -1.18812
C -1.65933 0.53733 -0.51638
C -1.48462 0.38832 0.98411
H 0.02596 1.96082 -0.57408
H -0.49581 1.31746 -2.18945
H -1.40716 2.49239 -1.38555
H -1.68873 -0.44160 -1.00429
H -2.66914 0.79639 -0.72697
H -0.45659 0.11694 1.18075
H -2.15168 -0.34990 1.41247
H -1.65997 1.36103 1.44806
C 1.99804 -0.59367 -0.08410
C 1.66029 -1.84043 0.72155
H 3.06881 -0.38614 -0.02248
H 1.63684 -0.74810 -1.09682
H 1.61955 0.33921 0.32971
H 1.75491 -2.73465 0.10623
H 0.57603 -1.90279 0.91054
H 2.12741 -1.91766 1.69482
```

## Properties
Orbital gap   12.113 eV
HOMO energy   -0.4016 hartree
LUMO level   1.2 eV
Spin multiplicity   1

=====

y takes first place; second place is 5.2 kcal/mol up.

=====

w | The following is a quantum chemistry calculation of a cluster of 2 separate species, C5H14 in total, from the OMol25 dataset.

```
19
C5H14 | the OMol25 dataset | the ωB97M-V functional and the def2-TZVPD basis
C -0.48801 1.41773 1.17563
C -0.24149 -0.06776 1.48289
C -0.95253 -0.65549 2.71887
H 0.01467 2.01346 1.93829
H -0.03647 1.67641 0.21839
H -1.56340 1.58818 1.14511
H 0.82134 -0.28160 1.46994
H -0.71219 -0.58892 0.64604
H -0.86219 0.06261 3.52492
H -0.34763 -1.45882 3.10986
H -2.01353 -0.65442 2.50147
C 1.37214 -0.68128 -1.98702
C 0.25661 -0.13188 -2.97717
H 1.16958 -0.12711 -1.08270
H 1.12651 -1.69877 -1.80086
H 2.31581 -0.54329 -2.49331
H -0.53596 -0.84606 -3.11253
H 0.73001 0.16018 -3.91003
H -0.05329 0.81684 -2.56779
```

## Properties
Orbital gap   12.268 eV
HOMO energy   -0.4097 hartree
LUMO level   1.1 eV
Spin multiplicity   1

=====

x | The following is a quantum chemistry calculation of a cluster of 2 separate species, C5H14 in total, from the OMol25 dataset.

```
19
C5H14 | the OMol25 dataset | the ωB97M-V functional and the def2-TZVPD basis
C -0.54007 -0.54334 0.80042
C -1.96052 -1.04550 0.49812
C -2.43304 -2.27543 1.48643
H -0.10263 0.33580 0.38424
H -0.23368 -0.32540 1.77552
H -0.02148 -1.53827 0.48870
H -1.98613 -1.13980 -0.58290
H -2.70732 -0.15752 0.68033
H -1.58362 -3.08008 1.47835
H -3.18370 -2.68873 0.79302
H -2.79207 -2.00602 2.43156
C 2.13292 2.30701 -0.72158
C 2.53813 1.46085 -1.96617
H 2.99758 2.94633 -0.46534
H 1.33974 2.91600 -1.01233
H 1.93574 1.76400 0.19527
H 2.33095 1.88566 -2.96448
H 1.98930 0.54125 -1.88272
H 3.59286 1.12522 -1.90260
```

## Properties
Orbital gap   11.962 eV
HOMO energy   -0.3989 hartree
LUMO level   1.1 eV
Spin multiplicity   1

=====

y | The following is a quantum chemistry calculation of a cluster of 2 separate species, C5H14 in total, from the OMol25 dataset.

```
19
C5H14 | the OMol25 dataset | the ωB97M-V functional and the def2-TZVPD basis
C 1.28105 -1.33355 0.87772
C 1.29418 -0.75889 -0.58693
C 0.43998 -1.52003 -1.59405
H 0.68444 -2.24116 0.92891
H 2.33017 -1.64982 0.93878
H 1.20085 -0.60992 1.67528
H 2.33421 -0.76720 -0.91858
H 1.03818 0.30249 -0.56496
H 0.89091 -2.44971 -1.90658
H 0.32767 -0.93465 -2.50440
H -0.50981 -1.74750 -1.11609
C -1.04089 1.83684 1.31606
C -1.76379 1.62756 -0.04374
H -0.68904 2.85294 1.44838
H -1.80229 1.57255 2.03626
H -0.20016 1.16949 1.26030
H -2.64178 0.98759 0.03216
H -1.11863 1.10369 -0.75632
H -2.05526 2.55926 -0.52221
```

## Properties
Orbital gap   12.226 eV
HOMO energy   -0.4053 hartree
LUMO level   1.2 eV
Spin multiplicity   1

=====

y takes first place; second place is 3.4 kcal/mol up.

=====

w | The following is a quantum chemistry calculation of a cluster of 2 separate species, C4H10O2 in total, from the OMol25 dataset.

```
16
C4H10O2 | the OMol25 dataset | the ωB97M-V functional and the def2-TZVPD basis
C 0.96563 1.43548 -1.57179
C 0.83278 0.13186 -0.77830
C -0.24194 0.08188 0.36382
O -1.45479 0.60637 -0.00459
C -0.47085 -1.33033 0.84876
O -1.58459 -1.28375 1.73774
H 1.79504 1.39684 -2.29474
H 0.05010 1.65120 -2.13001
H 1.15651 2.26301 -0.88699
H 0.66500 -0.69337 -1.50684
H 1.78509 -0.11004 -0.29814
H 0.07768 0.58686 1.84818
H -2.04676 0.16918 0.65307
H 0.44785 -1.64784 1.33463
H -0.71030 -2.03188 0.03280
H -1.26645 -1.22546 2.65239
```

## Properties
Orbital gap   10.155 eV
HOMO energy   -0.3444 hartree
LUMO level   0.8 eV
Spin multiplicity   1

=====

x | The following is a quantum chemistry calculation of a cluster of 2 separate species, C4H10O2 in total, from the OMol25 dataset.

```
16
C4H10O2 | the OMol25 dataset | the ωB97M-V functional and the def2-TZVPD basis
C -0.45953 -1.79204 -2.05028
C 0.11376 -0.44729 -1.61179
C 0.60900 -0.33027 -0.32863
C 1.25946 0.91228 0.07139
O 1.01858 1.16015 1.46146
H 0.32554 -2.52001 -2.46992
H -0.98235 -2.52632 -1.55443
H -1.06927 -1.76973 -2.76754
H -0.05227 0.34086 -2.21203
H 0.49348 -1.09514 0.51082
H 0.96590 1.83226 -0.43027
H 2.40626 0.86449 -0.02193
H 0.04816 1.47567 1.43927
O -2.04846 0.44969 1.94745
H -1.40156 0.23293 2.63654
H -1.63092 0.23019 1.11402
```

## Properties
Orbital gap   10.334 eV
HOMO energy   -0.3476 hartree
LUMO level   0.9 eV
Spin multiplicity   1

=====

w takes first place; second place is 11.5 kcal/mol up.

=====

w | The following is a quantum chemistry calculation of a cluster of 2 separate species, C4H10O2 in total, from the OMol25 dataset.

```
16
C4H10O2 | the OMol25 dataset | the ωB97M-V functional and the def2-TZVPD basis
O 2.35394 1.38769 -0.44116
C 1.19649 1.32448 0.35561
C -0.04483 1.15122 -0.50130
O 0.24838 0.08016 -1.38545
H 2.24189 0.67930 -1.09278
H 1.25264 0.49475 1.07868
H 1.12648 2.25627 0.92534
H -0.25087 2.06972 -1.06735
H -0.90771 0.92315 0.14127
H -0.49649 -0.04821 -1.98261
C -1.41764 -1.41157 1.17012
C -0.82602 -2.03793 0.16094
H -2.48189 -1.19491 1.16531
H -0.85580 -1.07536 2.03780
H -1.37896 -2.36098 -0.71744
H 0.24039 -2.23778 0.15303
```

## Properties
Orbital gap   10.720 eV
HOMO energy   -0.3651 hartree
LUMO level   0.8 eV
Spin multiplicity   1

=====

x | The following is a quantum chemistry calculation of an isolated molecule of C4H10O2, from the OMol25 dataset.

```
16
C4H10O2 | the OMol25 dataset | the ωB97M-V functional and the def2-TZVPD basis
C -1.47984 -1.30064 -0.58591
O -0.57538 -0.77098 0.35487
C 0.18785 0.33455 -0.12575
C -0.39813 1.64360 0.38195
C 1.61297 0.10090 0.36971
O 2.02917 -1.20937 0.07696
H -2.23144 -0.56138 -0.89662
H -0.95735 -1.66632 -1.48217
H -1.98845 -2.13973 -0.10490
H 0.19198 0.31191 -1.22627
H -1.41603 1.79598 0.00846
H 0.21358 2.49678 0.06652
H -0.43255 1.62934 1.47665
H 2.29987 0.78972 -0.13316
H 1.65648 0.30775 1.45234
H 1.28726 -1.76210 0.36730
```

## Properties
Orbital gap   11.045 eV
HOMO energy   -0.3680 hartree
LUMO level   1.0 eV
Spin multiplicity   1

=====

y | The following is a quantum chemistry calculation of an isolated molecule of C4H10O2, from the OMol25 dataset.

```
16
C4H10O2 | the OMol25 dataset | the ωB97M-V functional and the def2-TZVPD basis
C -1.67825 -1.36794 1.06291
O -0.91454 -0.85927 0.00154
C -0.58508 0.49965 0.17626
C 0.28478 0.93742 -0.98880
C 1.67275 0.29715 -0.97310
O 2.39798 0.59187 0.20738
H -2.59481 -0.77797 1.21811
H -1.95271 -2.39300 0.80473
H -1.10855 -1.37648 2.00611
H -0.05335 0.64977 1.13366
H -1.49662 1.11831 0.22159
H -0.23461 0.66877 -1.91873
H 0.38786 2.02887 -0.96272
H 1.57876 -0.78715 -1.11977
H 2.27458 0.69791 -1.79427
H 2.02181 0.07208 0.92507
```

## Properties
Orbital gap   10.981 eV
HOMO energy   -0.3693 hartree
LUMO level   0.9 eV
Spin multiplicity   1

=====

z | The following is a quantum chemistry calculation of an isolated molecule of C4H10O2, from the OMol25 dataset.

```
16
C4H10O2 | the OMol25 dataset | the ωB97M-V functional and the def2-TZVPD basis
C -2.10315 0.39446 0.49636
C -0.61278 0.03823 0.48043
O -0.39995 -1.34529 0.68535
C 0.12990 0.33556 -0.82432
C 1.62831 0.09773 -0.62593
O 2.03308 -1.19864 -0.00026
H -2.57138 0.09100 1.44039
H -2.24908 1.47948 0.39709
H -2.64816 -0.09599 -0.31603
H -0.14399 0.63421 1.29052
H 0.57431 -1.51605 0.48541
H 0.19631 1.38202 -1.16436
H -0.33670 -0.25040 -1.63075
H 1.96865 0.92643 0.00571
H 2.10692 0.15992 -1.61102
H 2.42770 -1.13267 0.89142
```

## Properties
Orbital gap   10.392 eV
HOMO energy   -0.3554 hartree
LUMO level   0.7 eV
Spin multiplicity   1

=====

x takes first place; second place is 2.3 kcal/mol up.